Record 1
DFT (ωB97M-V/def2-TZVPD) results for 2 unconnected molecules or ions with the total composition C2H8OS2.

Geometry (Å):
C: -0.31658 -1.43126 -2.19845
S: -1.82502 -0.78751 -1.25902
S: -1.56329 -1.23926 0.66852
C: -0.40506 0.06407 1.06109
H: -0.34754 -0.90344 -3.16647
H: -0.42604 -2.51302 -2.38393
H: 0.66643 -1.25210 -1.73133
H: -0.17714 0.18193 2.13383
H: -0.98504 0.94050 0.72629
H: 0.54456 0.03565 0.50071
O: 1.96057 2.11756 1.95578
H: 1.42859 2.66618 2.57568
H: 1.44554 2.12066 1.11734

The value obtained for the gap between HOMO and LUMO is 9.458 eV. For the relative energy (zero: lowest compared OMol25 entry of this formula, charge and spin), the calculation gives 47.23 kJ/mol. Its SMILES is CSSC.O.

Record 2
DFT (ωB97M-V/def2-TZVPD) results for 3 unconnected molecules or ions with the total composition C2H8OS2.

Geometry (Å):
C: 0.82648 0.22173 -1.67128
S: 1.43969 -1.36373 -1.05491
S: -1.11408 1.98857 0.19979
C: -0.45074 0.96193 1.53549
H: 1.12790 1.11532 -1.13412
H: 1.11288 0.16653 -2.72091
H: -0.27104 0.16940 -1.59893
H: -0.15740 1.79185 2.18073
H: -1.28563 0.40309 1.94953
H: 0.27442 0.35733 0.99494
H: -0.35782 -1.57996 -0.23388
H: -0.24629 -2.37230 1.01587
O: -0.89835 -1.85977 0.53767

The value obtained for the gap between HOMO and LUMO (alpha / beta) is 7.028 / 4.663 eV. For the relative energy (zero: lowest compared OMol25 entry of this formula, charge and spin), the calculation gives 396.93 kJ/mol. Its spin multiplicity is 2. Its net charge is +1. Its expectation value of S² is 1.717.

Record 3
DFT (ωB97M-V/def2-TZVPD) results for 2 unconnected molecules or ions with the total composition C2H8OS2.

Geometry (Å):
C: 1.49632 0.95614 0.30560
O: 1.06426 -0.26267 0.95462
H: 0.82366 1.74656 0.61754
H: 1.36040 0.79744 -0.77086
H: 2.53064 1.18492 0.54591
H: 1.50302 -0.95421 0.43549
C: -0.99138 -0.87955 -1.07978
S: -1.90035 0.58409 -0.59400
S: -2.32863 0.08542 1.38863
H: -0.69608 -1.47724 -0.22620
H: -1.67587 -1.46913 -1.69053
H: -0.13769 -0.56468 -1.68451
H: -1.04830 0.25290 1.79810

The value obtained for the gap between HOMO and LUMO (alpha / beta) is 9.657 / 6.088 eV. For the relative energy (zero: lowest compared OMol25 entry of this formula, charge and spin), the calculation gives 115.44 kJ/mol. Its spin multiplicity is 2. Its net charge is +1. Its expectation value of S² is 0.755.

Record 4
DFT (ωB97M-V/def2-TZVPD) results for C2H8P2S2 in the gas phase.

Geometry (Å):
C: -2.31133 -0.72363 0.33270
P: -0.58726 -0.18518 0.09281
S: -0.70676 1.87238 -0.44944
C: 1.41638 -0.40253 -0.73981
P: 2.55811 0.25201 0.46651
S: 4.45148 0.12235 -0.03008
H: -2.91084 -0.76082 -0.58853
H: -2.28278 -1.70010 0.81088
H: 0.08997 -0.14914 1.25794
H: -1.97779 1.88654 -0.40611
H: 1.42495 -1.56576 -0.91606
H: 1.79298 0.06124 -1.71971
H: 2.32765 -0.52841 1.69577
H: 2.09744 1.64658 0.71846

The value obtained for the gap between HOMO and LUMO is 7.883 eV. For the relative energy (zero: lowest compared OMol25 entry of this formula, charge and spin), the calculation gives 252.35 kJ/mol. Its SMILES is C=[P@H](S)C[PH2]=S.

Record 5
DFT (ωB97M-V/def2-TZVPD) results for 2 unconnected molecules or ions with the total composition C2H8S.

Geometry (Å):
C: 1.07862 1.36932 -2.71568
S: 0.18047 2.18649 -1.27279
H: 2.14833 1.50736 -2.56096
H: 0.74860 1.98486 -3.55455
H: 0.73332 0.34548 -2.83235
H: -0.71080 2.72774 -2.08563
C: -0.85261 -1.96267 2.99281
H: -1.06419 -2.58366 3.88915
H: -0.65714 -0.93876 3.28786
H: -0.01341 -2.57663 2.65197
H: -1.59121 -2.05953 2.20017

The value obtained for the gap between HOMO and LUMO is 10.086 eV. For the relative energy (zero: lowest compared OMol25 entry of this formula, charge and spin), the calculation gives 37.22 kJ/mol. Its SMILES is CS.C.

Record 6
DFT (ωB97M-V/def2-TZVPD) results for 2 unconnected molecules or ions with the total composition C2H8S3.

Geometry (Å):
C: -0.30312 -0.62322 0.84765
C: 1.17284 -0.04867 1.05652
S: 1.23635 1.60019 2.01777
H: -0.73832 0.12778 0.25026
H: -0.78466 -0.70663 1.75437
H: -0.02902 -1.49896 0.28160
H: 1.74303 -0.72856 1.66244
H: 1.62045 0.26177 0.03011
H: -0.01161 1.83099 1.88561
S: -0.21454 0.24548 -2.98388
S: -1.79885 -0.54472 -1.78418
H: 0.20895 1.16244 -2.05976
H: -2.10150 -1.07788 -2.95850

The value obtained for the gap between HOMO and LUMO is 8.669 eV. For the relative energy (zero: lowest compared OMol25 entry of this formula, charge and spin), the calculation gives 130.84 kJ/mol. Its SMILES is CCS.SS.

Record 7
DFT (ωB97M-V/def2-TZVPD) results for 2 unconnected molecules or ions with the total composition C2H8S3.

Geometry (Å):
C: -4.41818 2.39764 -1.09327
C: -3.34714 1.64442 -1.83551
S: -3.18169 -0.10529 -1.37148
H: -5.42185 2.14598 -1.45209
H: -4.37447 3.48664 -1.09220
H: -4.50874 2.08606 -0.06328
H: -3.57448 1.61255 -2.89749
H: -2.35808 2.06897 -1.69625
H: -3.71180 0.10024 -0.17710
S: 2.67128 -1.52202 1.64858
S: 4.27202 -0.39981 1.03977
H: 3.06767 -2.11521 2.79128
H: 4.18257 0.56338 1.97222

The value obtained for the gap between HOMO and LUMO is 9.358 eV. For the relative energy (zero: lowest compared OMol25 entry of this formula, charge and spin), the calculation gives 40.74 kJ/mol. Its SMILES is CCS.SS.

Record 8
DFT (ωB97M-V/def2-TZVPD) results for 2 unconnected molecules or ions with the total composition C2H8S3.

Geometry (Å):
C: -0.45641 -1.32426 -0.47091
S: -1.63467 -0.60298 0.89149
C: -2.41185 0.70736 -0.19230
H: -1.25756 -1.94267 -1.00060
H: -0.05423 -0.66260 -1.21214
H: 0.35896 -1.75811 -0.05901
H: -3.54633 0.68562 -0.07399
H: -2.29748 0.45279 -1.27862
H: -1.99005 1.71596 0.01064
S: 4.05460 1.66882 0.45696
S: 3.82562 -0.05225 1.55528
H: 2.83123 1.55546 -0.09861
H: 2.57818 -0.44313 1.47179

The value obtained for the gap between HOMO and LUMO is 8.772 eV. For the relative energy (zero: lowest compared OMol25 entry of this formula, charge and spin), the calculation gives 144.41 kJ/mol. Its SMILES is CSC.SS.

Record 9
DFT (ωB97M-V/def2-TZVPD) results for 2 unconnected molecules or ions with the total composition C2H8S4.

Geometry (Å):
C: -2.35518 0.96736 0.11967
S: -1.68598 2.02568 -1.05699
S: -0.75461 0.97434 -2.53525
H: -1.97103 -0.05110 0.16128
H: -3.50376 0.78917 -0.00130
H: -2.16714 1.42358 1.06754
H: 0.41450 0.62789 -1.89129
C: 1.47145 -1.69147 -0.00267
S: 2.73912 -0.89841 1.00729
S: 1.46380 0.64682 1.78547
H: 0.57201 -1.14250 -0.20436
H: 1.10260 -2.71913 0.25130
H: 1.98037 -1.93812 -0.93639
H: 2.69385 0.98590 2.23569

The value obtained for the gap between HOMO and LUMO is 8.367 eV. For the relative energy (zero: lowest compared OMol25 entry of this formula, charge and spin), the calculation gives 113.55 kJ/mol. Its SMILES is CSS.CSS.

Record 10
DFT (ωB97M-V/def2-TZVPD) results for 2 unconnected molecules or ions with the total composition C2H8S4.

Geometry (Å):
C: -2.32540 1.52321 1.59526
S: -1.94695 1.62374 -0.18276
S: -2.60089 -0.33598 -0.68922
H: -1.71095 0.86432 2.19637
H: -3.36511 1.20492 1.64393
H: -2.23417 2.55870 1.95838
H: -1.37866 -0.53315 -1.23803
C: 2.79881 -1.26046 0.02662
S: 1.40861 -1.79003 -1.01666
S: 1.70941 -0.53012 -2.69690
H: 3.26490 -0.38931 -0.43630
H: 3.48522 -2.10283 0.19055
H: 2.33937 -0.98119 1.01343
H: 0.55582 0.14818 -2.36468

The value obtained for the gap between HOMO and LUMO is 8.974 eV. For the relative energy (zero: lowest compared OMol25 entry of this formula, charge and spin), the calculation gives 49.97 kJ/mol. Its SMILES is CSS.CSS.

Record 11
DFT (ωB97M-V/def2-TZVPD) results for a molecular structure, C2H9BN2O2.

Geometry (Å):
B: -0.24831 1.55873 0.13276
C: 0.65046 -2.20620 0.42816
C: -0.16955 0.16148 0.58173
N: 0.40503 -0.83819 -1.44423
N: 0.63269 -0.82325 -0.05208
O: -0.07847 2.49489 1.05388
O: -0.42935 1.89271 -1.18400
H: -0.19915 -2.48070 1.09252
H: 0.68999 -2.82075 -0.43912
H: 1.53091 -2.41496 1.12981
H: -0.10075 0.16546 1.68220
H: -1.58911 -0.09357 0.63996
H: -0.55439 -0.66088 -1.50259
H: 0.82488 -0.05493 -1.73835
H: -0.48665 3.42560 0.88374
H: -0.87824 2.69454 -1.26438

The value obtained for the gap between HOMO and LUMO is 8.613 eV. For the relative energy (zero: lowest compared OMol25 entry of this formula, charge and spin), the calculation gives 92.05 kJ/mol.

Record 12
DFT (ωB97M-V/def2-TZVPD) results for C2H9FN3P in the gas phase.

Geometry (Å):
C: 0.52328 -1.25928 -1.18453
C: 0.73917 0.24253 -0.90580
N: -0.50342 0.81784 -0.16468
P: -0.67449 -0.04317 1.44617
N: 0.44218 -1.03773 1.81148
N: -1.37206 1.06494 2.49702
F: -2.13477 -0.72643 1.06037
H: -0.17784 -1.57237 -0.35094
H: -0.05243 -1.48212 -2.10471
H: 1.42778 -1.89756 -1.10756
H: 1.51256 0.48564 -0.23892
H: 0.78343 0.96951 -1.70099
H: -1.42196 0.60802 -0.48934
H: 0.39592 -1.19038 2.76476
H: -0.66596 1.62350 2.67904
H: -2.37220 1.42884 2.44103

The value obtained for the gap between HOMO and LUMO is 10.654 eV. For the relative energy (zero: lowest compared OMol25 entry of this formula, charge and spin), the calculation gives 112.84 kJ/mol. Its SMILES is CCN[P@@](=N)(N)F.

Results for maximum force: 0.0314 0.0507 0.0371 0.0564 0.0367 0.0949 0.0273 0.1019 0.0759 0.0345 0.1043 0.1135 (in Eh/bohr, following the order of the records).